29
Properties=species:S:1:pos:R:3:mulliken_charge:R:1 method="wB97M-V/def2-TZVPD" max_force_ev_per_a=3.84 de_lowest_ev=0.000 total_energy_ha=-686.91583 total_charge=+1 gap_ev=10.2490 multiplicity=1 smiles="O=C(O)CCc1cn(CCCO)c[nH+]1"
O -0.392 -3.471 1.983 -0.498
C -0.952 -2.418 2.081 0.535
O -0.584 -1.523 3.086 -0.483
C -2.142 -1.987 1.158 -0.577
C -1.835 -2.089 -0.383 -0.752
C -0.462 -1.447 -0.791 -0.257
C -0.057 -0.130 -0.372 -0.063
N 1.203 0.051 -0.988 0.202
C 2.061 1.269 -0.911 -0.584
C 1.574 2.312 0.168 -0.649
C 0.320 3.152 -0.265 -0.305
O -0.174 3.816 0.928 -0.502
C 1.534 -1.044 -1.713 -0.240
N 0.533 -2.001 -1.622 -0.026
H -0.829 -0.614 2.824 0.331
H -2.986 -2.709 1.365 0.346
H -2.500 -0.968 1.454 0.338
H -2.617 -1.460 -0.906 0.336
H -1.957 -3.124 -0.796 0.373
H -0.600 0.589 0.270 0.561
H 3.148 1.006 -0.775 0.402
H 1.988 1.760 -1.929 0.341
H 1.476 1.827 1.180 0.299
H 2.425 3.048 0.281 0.359
H -0.542 2.525 -0.645 0.235
H 0.558 3.908 -1.072 0.283
H -1.136 3.867 0.795 0.320
H 2.441 -1.236 -2.321 0.412
H 0.503 -2.911 -2.086 0.259

***

32
Properties=species:S:1:pos:R:3:mulliken_charge:R:1 method="wB97M-V/def2-TZVPD" max_force_ev_per_a=1.11 total_energy_ha=-1393.41848 gap_ev=9.8476 multiplicity=1 smiles="CC(=O)N(C)[Si@H](CP(=O)(O)O)c1ccncc1"
C 2.554 1.083 1.796 -1.124
C 2.875 0.402 0.483 0.646
O 4.024 0.119 0.194 -0.610
N 1.830 0.161 -0.416 0.339
C 2.308 -0.585 -1.597 -1.081
Si 0.224 -0.299 0.197 -0.072
C -0.414 -1.805 -0.741 -0.965
P -1.606 -2.726 0.244 1.031
O -2.439 -1.859 1.086 -0.633
O -2.397 -3.691 -0.755 -0.545
O -0.769 -3.838 1.033 -0.550
C -0.942 1.156 0.036 0.923
C -0.461 2.463 0.115 -0.294
C -1.341 3.533 0.003 -0.449
N -2.649 3.390 -0.175 -0.605
C -3.113 2.148 -0.262 -0.351
C -2.316 1.014 -0.172 -0.251
H 2.095 2.058 1.630 0.286
H 1.904 0.490 2.440 0.329
H 3.504 1.240 2.305 0.328
H 3.057 0.007 -2.124 0.317
H 1.475 -0.745 -2.282 0.423
H 2.760 -1.541 -1.320 0.350
H 0.356 -0.698 1.611 -0.159
H 0.397 -2.483 -1.018 0.438
H -0.896 -1.495 -1.675 0.470
H -2.833 -3.219 -1.473 0.341
H 0.145 -3.571 1.177 0.354
H 0.596 2.665 0.233 0.226
H -0.965 4.550 0.055 0.351
H -4.184 2.040 -0.403 0.361
H -2.778 0.037 -0.226 0.174

***

33
Properties=species:S:1:pos:R:3:mulliken_charge:R:1 method="wB97M-V/def2-TZVPD" max_force_ev_per_a=8.45 de_lowest_ev=4.257 total_energy_ha=-967.61414 gap_ev=8.9889 multiplicity=1 smiles="NC(=O)CC[C@H](N)C(=O)N[C@@H](CC(=O)O)C(=O)O"
C 1.447 -0.096 0.036 0.148
C 0.041 -0.162 -0.553 0.388
C 2.334 -0.125 -1.171 -0.646
C 3.840 -0.383 -0.985 -0.510
C 4.523 0.364 0.186 0.392
C -2.328 0.683 -0.235 0.119
C -3.041 1.922 0.041 0.271
C -3.128 -0.481 0.514 -0.519
C -2.397 -1.797 0.402 0.472
H 2.446 -0.940 1.667 0.331
H 0.778 -1.016 1.928 0.237
H 1.440 0.958 0.400 0.045
H 1.934 -1.002 -1.685 0.349
H 2.075 0.870 -1.591 0.342
H 4.062 -1.437 -0.886 0.340
H 4.119 -0.075 -2.142 0.269
H 6.017 1.831 0.541 0.233
H 5.948 1.447 -1.055 0.201
H -0.570 1.495 0.762 0.340
H -2.591 0.387 -1.286 0.273
H -3.334 -0.229 1.635 0.328
H -4.084 -0.635 -0.117 0.288
H -2.989 -3.545 -0.465 0.385
H -4.659 2.699 -0.451 0.385
N 1.548 -1.063 1.195 -0.599
N 5.579 1.228 -0.150 -0.384
N -0.841 0.757 0.055 -0.097
O -0.409 -0.957 -1.391 -0.674
O 4.151 0.100 1.343 -0.635
O -2.844 2.717 1.118 -0.592
O -1.322 -2.140 0.963 -0.550
O -3.247 -2.553 -0.409 -0.498
O -4.122 1.984 -0.919 -0.431

***

33
Properties=species:S:1:pos:R:3:mulliken_charge:R:1 method="wB97M-V/def2-TZVPD" max_force_ev_per_a=3.85 de_lowest_ev=2.437 total_energy_ha=-967.68105 gap_ev=9.9418 multiplicity=1 smiles="NC(=O)C[C@H](N)C(=O)N[C@@H](CCC(=O)O)C(=O)O"
C 2.005 -0.116 -0.753 0.069
C 1.173 -0.787 0.382 0.526
C 3.500 -0.486 -0.678 -1.045
C 4.432 0.107 0.303 0.310
C -1.014 0.416 -0.191 0.121
C -1.914 1.220 0.715 0.180
C -1.942 -0.469 -1.061 -0.993
C -3.039 -1.258 -0.374 -0.743
C -4.277 -0.393 -0.021 0.577
H 1.887 1.798 0.047 0.252
H 2.617 1.624 -1.508 0.294
H 1.621 -0.482 -1.695 0.374
H 3.550 -1.535 -0.675 0.455
H 3.849 -0.219 -1.716 0.366
H 4.929 0.214 2.016 0.304
H 3.326 -0.526 1.976 0.336
H -0.417 -0.568 1.520 0.300
H -0.316 0.954 -0.922 0.482
H -1.234 -1.064 -1.565 0.600
H -2.400 0.329 -1.740 0.348
H -2.672 -1.743 0.665 0.257
H -3.372 -1.972 -1.041 0.495
H -6.025 -0.513 0.689 0.366
H -3.234 2.598 0.873 0.435
N 1.874 1.322 -0.883 -0.572
N 4.021 0.200 1.575 -0.463
N -0.083 -0.394 0.602 -0.092
O 1.807 -1.427 1.234 -0.809
O 5.496 0.426 -0.152 -0.604
O -2.024 0.797 1.847 -0.628
O -4.354 0.815 -0.136 -0.576
O -5.322 -1.167 0.436 -0.468
O -2.448 2.299 0.230 -0.453

***

30
Properties=species:S:1:pos:R:3:mulliken_charge:R:1 method="wB97M-V/def2-TZVPD" max_force_ev_per_a=6.43 de_lowest_ev=0.182 total_energy_ha=-680.20918 total_charge=+1 gap_ev=10.0301 multiplicity=1 smiles="CCC1([n+]2ccc[nH]2)N=C(N)CC(N)=N1"
C 3.742 0.223 0.882 -0.755
C 3.709 -0.867 -0.045 -0.081
C 2.482 0.830 0.859 -0.141
C -1.616 0.534 1.218 0.473
C -1.300 -1.511 -0.160 0.483
C -2.305 -0.685 0.589 -0.799
C 0.192 0.161 -0.191 1.020
C -1.086 1.692 -1.867 -1.186
C 0.234 1.235 -1.397 -0.707
N 2.405 -0.976 -0.367 -0.349
N -0.466 0.860 0.837 -0.803
N 1.715 -0.029 0.126 0.390
N -0.125 -1.142 -0.532 -0.738
N -2.159 1.122 2.186 -0.396
N -1.594 -2.832 -0.216 -0.434
H 4.620 0.552 1.459 0.374
H 4.446 -1.643 -0.274 0.408
H 2.049 1.464 1.482 0.553
H -3.059 -1.285 1.277 0.387
H -3.001 -0.226 -0.125 0.358
H -1.570 0.875 -2.413 0.284
H -1.232 2.568 -2.404 0.454
H -1.623 1.739 -0.952 0.211
H 0.939 2.059 -1.287 0.377
H 0.688 0.501 -2.075 0.381
H 1.974 -1.534 -1.108 0.298
H -3.082 0.926 2.555 0.223
H -1.633 2.023 2.401 0.283
H -2.514 -3.174 0.025 0.206
H -0.828 -3.458 -0.484 0.227

***

26
Properties=species:S:1:pos:R:3:mulliken_spin:R:1 method="wB97M-V/def2-TZVPD" max_force_ev_per_a=8.03 s_squared=2.008 total_energy_ha=-804.57570 gap_ev="5.6955 / 5.9543" multiplicity=3
C 0.192 0.902 -0.674 0.145
C 0.290 -0.426 -0.010 0.869
C -1.276 1.162 -1.119 0.058
C -0.791 -0.651 1.071 0.086
C -2.200 1.143 0.034 -0.036
C -2.227 -0.284 0.598 0.052
C 2.042 -2.382 0.244 -0.025
C 2.544 -1.572 -0.914 0.081
C 1.448 -1.100 -0.039 0.575
N 0.623 1.977 0.305 0.035
S 2.499 1.915 0.407 0.110
H 0.814 0.886 -1.471 0.006
H -1.469 2.067 -1.820 0.003
H -1.614 0.364 -1.837 -0.013
H -0.661 -1.596 1.484 0.007
H -0.586 -0.072 1.897 0.029
H -1.920 1.947 0.697 -0.002
H -3.287 1.329 -0.103 0.001
H -2.377 -0.914 -0.152 -0.011
H -2.782 -0.552 1.483 -0.020
H 1.619 -3.404 0.038 0.021
H 2.665 -2.319 1.047 0.028
H 3.455 -1.054 -0.681 0.021
H 2.443 -1.985 -1.861 -0.010
H 0.247 1.755 1.219 -0.006
H 0.311 2.865 0.157 -0.004

***

26
Properties=species:S:1:pos:R:3:mulliken_charge:R:1 method="wB97M-V/def2-TZVPD" max_force_ev_per_a=4.60 de_lowest_ev=3.693 total_energy_ha=-768.34563 gap_ev="7.2241 / 7.5133" multiplicity=1
C 2.335 0.892 -0.741 -0.198
C 2.319 -1.093 0.639 -0.612
C 1.096 1.009 -1.169 -0.558
C 1.034 -1.520 0.372 -0.269
C 2.628 0.306 0.615 -0.649
C -0.095 -0.913 -0.062 0.813
C -1.022 -1.783 -0.867 -1.325
C -1.699 1.464 -0.970 -1.421
C -2.214 0.301 1.597 -1.370
O -0.001 1.780 1.270 -0.828
P -0.781 0.762 0.438 1.248
H 3.101 1.392 -1.341 0.378
H 2.934 -1.796 1.156 0.400
H 0.642 1.282 -2.186 0.195
H 0.914 -2.639 0.440 0.152
H 3.589 0.596 1.057 0.456
H 1.943 0.890 1.220 0.222
H -0.906 -2.921 -0.683 0.390
H -0.854 -1.608 -1.974 0.270
H -2.068 -1.442 -0.757 0.294
H -1.422 2.437 -0.822 0.442
H -1.319 1.032 -1.959 0.327
H -2.697 1.137 -0.788 0.471
H -1.985 -0.708 1.899 0.402
H -2.296 0.972 2.461 0.340
H -3.176 0.170 1.152 0.432

***

25
Properties=species:S:1:pos:R:3:mulliken_charge:R:1 method="wB97M-V/def2-TZVPD" max_force_ev_per_a=3.52 de_lowest_ev=2.555 total_energy_ha=-352.37663 gap_ev=9.1874 multiplicity=1 smiles=C[C@H]1[C@]2(C)CCC[C@]12C
C 2.700 -0.060 0.254 -1.586
C 1.458 0.449 -0.443 0.160
C 0.147 0.669 0.429 0.876
C -0.388 1.999 -0.118 -1.834
C -0.966 0.009 1.313 -1.000
C -2.101 -0.289 0.231 -0.577
C -1.283 -0.388 -1.142 -1.144
C 0.175 -0.446 -0.618 1.108
C 0.286 -1.829 -0.001 -1.894
H 2.534 -0.581 1.197 0.338
H 3.344 -0.734 -0.388 0.313
H 3.357 0.808 0.480 0.408
H 1.656 1.092 -1.280 0.460
H -0.304 2.090 -1.211 0.398
H 0.279 2.825 0.123 0.420
H -1.422 2.288 0.148 0.288
H -0.681 -0.915 1.826 0.262
H -1.315 0.647 2.172 0.382
H -2.839 0.510 0.145 0.332
H -2.697 -1.160 0.367 0.399
H -1.544 0.411 -1.827 0.302
H -1.608 -1.308 -1.638 0.383
H 0.782 -1.847 0.965 0.430
H -0.636 -2.324 0.101 0.450
H 0.932 -2.480 -0.604 0.327

***

What did the third record say?
33
Properties=species:S:1:pos:R:3:mulliken_charge:R:1 method="wB97M-V/def2-TZVPD" max_force_ev_per_a=8.45 de_lowest_ev=4.257 total_energy_ha=-967.61414 gap_ev=8.9889 multiplicity=1 smiles="NC(=O)CC[C@H](N)C(=O)N[C@@H](CC(=O)O)C(=O)O"
C 1.447 -0.096 0.036 0.148
C 0.041 -0.162 -0.553 0.388
C 2.334 -0.125 -1.171 -0.646
C 3.840 -0.383 -0.985 -0.510
C 4.523 0.364 0.186 0.392
C -2.328 0.683 -0.235 0.119
C -3.041 1.922 0.041 0.271
C -3.128 -0.481 0.514 -0.519
C -2.397 -1.797 0.402 0.472
H 2.446 -0.940 1.667 0.331
H 0.778 -1.016 1.928 0.237
H 1.440 0.958 0.400 0.045
H 1.934 -1.002 -1.685 0.349
H 2.075 0.870 -1.591 0.342
H 4.062 -1.437 -0.886 0.340
H 4.119 -0.075 -2.142 0.269
H 6.017 1.831 0.541 0.233
H 5.948 1.447 -1.055 0.201
H -0.570 1.495 0.762 0.340
H -2.591 0.387 -1.286 0.273
H -3.334 -0.229 1.635 0.328
H -4.084 -0.635 -0.117 0.288
H -2.989 -3.545 -0.465 0.385
H -4.659 2.699 -0.451 0.385
N 1.548 -1.063 1.195 -0.599
N 5.579 1.228 -0.150 -0.384
N -0.841 0.757 0.055 -0.097
O -0.409 -0.957 -1.391 -0.674
O 4.151 0.100 1.343 -0.635
O -2.844 2.717 1.118 -0.592
O -1.322 -2.140 0.963 -0.550
O -3.247 -2.553 -0.409 -0.498
O -4.122 1.984 -0.919 -0.431

***

> Look up the multiplicity of the seventh one.

1

***

> The highest multiplicity belongs to which entry?

C9H15NS